# C36H108N5O23Sn

C36H108N5O23Sn as an isolated structure at a distorted geometry (ωB97M-V/def2-TZVPD, the Open Molecules 2025 dataset).

```
173
Properties=species:S:1:pos:R:3:lowdin_charge:R:1
H -0.234 6.651 1.150 0.1186
H 0.534 -5.282 -4.969 -0.0074
H 2.532 -4.354 -1.362 0.0620
O 1.524 2.129 3.258 -0.0373
H -0.465 3.517 -2.083 0.0553
H 6.424 -2.404 -4.630 0.1330
C -0.257 5.237 -0.673 -0.3750
O -1.566 -5.266 3.649 -0.0480
O 4.657 -5.982 -2.353 -0.0041
H -0.161 2.237 -5.553 0.0541
C -0.648 3.737 -1.031 -0.0192
H -5.538 -4.944 -2.349 0.0503
O -0.430 -2.742 -5.948 -0.1223
H 6.170 -6.211 -4.547 0.0912
H 2.465 -3.182 3.755 0.1006
H -7.386 -0.317 -2.612 0.0614
O -4.215 -1.459 -2.669 -0.1198
H 3.273 1.413 5.170 0.0721
O -3.735 -1.074 2.168 -0.0315
H -3.130 4.984 2.759 0.0520
C 2.659 0.116 2.479 -0.4256
H 2.888 -3.629 0.221 0.0738
C 7.464 -4.466 -3.015 -0.0021
H -1.863 0.009 -5.650 -0.0091
O -2.391 -1.034 -0.331 -0.0068
O -4.758 -4.456 -2.084 -0.1091
H -0.632 -6.078 -5.515 0.0547
H 2.552 3.392 -1.815 0.0712
C 5.713 -2.849 -3.934 -0.1456
H 7.719 -5.338 -2.412 0.0820
H -3.726 -0.999 -1.987 0.0079
H 6.432 -1.841 -2.184 0.0974
H -6.626 0.656 1.053 0.1073
O -0.580 -0.088 -0.911 0.0832
H -2.284 5.892 -0.724 0.0812
H -4.779 4.742 3.369 0.0634
H -2.492 3.039 3.902 0.0878
H 3.493 -2.411 -2.497 0.0911
H 2.834 -4.779 -4.024 0.0208
H -0.180 0.299 6.310 0.0825
H -1.216 5.277 1.428 0.0963
C -6.552 1.738 1.154 -0.1314
H 4.817 -0.080 2.066 0.0770
N -5.157 2.232 3.140 -0.1034
C 5.510 -1.911 -2.761 -0.1684
H -4.455 5.120 1.671 0.0614
H -4.651 1.804 4.964 0.1025
H 2.906 0.189 0.434 0.0871
H -6.603 4.485 1.991 0.0575
H 8.038 -4.699 -3.912 0.0758
H 4.349 5.997 -0.127 0.0846
C 4.179 0.448 2.774 -0.0329
C 5.773 -5.207 -4.696 -0.0450
O 1.090 -1.486 -3.612 -0.0373
H -3.718 -4.326 1.561 0.0210
H 1.933 -3.565 -4.101 0.0136
H 1.266 1.001 1.077 0.0746
Sn -2.548 -3.574 -4.060 1.8036
H 3.435 7.028 -1.273 0.0909
H -1.563 -6.073 3.136 0.0311
H 4.399 0.174 3.806 0.0544
O -4.387 -3.938 0.998 -0.0386
H -0.495 1.168 -4.534 0.0084
H -7.239 4.207 3.580 0.0839
H -3.378 1.558 0.654 0.0944
H 4.107 -1.725 -1.082 0.1126
C 4.385 -2.423 -1.872 -0.1612
H 0.601 1.622 -2.398 0.0205
H -6.640 0.334 -3.757 0.0623
H 4.455 1.499 2.867 0.0797
N 1.144 5.671 -1.137 -0.1695
H -0.005 1.746 5.337 0.0685
H 3.318 -0.017 6.010 0.0748
O -6.520 0.001 -2.868 -0.0242
O -1.569 -3.496 1.662 -0.0260
H -4.152 -0.213 2.125 0.0212
H -4.257 -2.994 1.085 0.0073
H -0.351 -4.566 -1.260 0.0419
O 2.166 -4.366 -4.571 -0.0337
H -1.499 6.221 -2.330 0.0806
C 3.640 6.006 -0.955 -0.0412
C 2.665 3.727 -0.784 -0.0239
H 3.069 5.344 1.599 0.1126
H -5.443 2.022 -0.734 0.0963
C -4.105 4.553 2.534 -0.0093
H 0.707 2.169 2.756 0.0667
C 2.330 0.773 1.151 -0.0553
H 2.692 1.800 1.199 0.0521
C 3.301 -4.210 -0.604 -0.0264
C 2.422 5.215 -0.552 -0.4783
O -5.056 2.566 4.543 -0.0139
C 5.814 -3.675 -0.276 -0.0022
C 2.595 0.729 5.680 -0.0284
N 1.638 0.711 3.449 -0.1192
H 0.358 -1.820 4.319 0.0966
O -1.277 -4.735 -1.430 -0.0808
H -8.160 3.756 2.184 0.0812
H 4.709 -5.257 -4.929 0.0685
H 0.246 -3.339 -6.268 0.0454
H 3.597 3.446 -0.295 0.0968
O -2.616 -2.438 4.809 -0.0465
O -0.793 1.543 -5.363 -0.0453
H -0.852 0.418 4.682 0.0647
C -4.049 2.906 2.364 -0.3998
C -7.342 1.270 3.459 -0.0318
H 1.363 6.477 -2.630 0.1227
H 3.700 -6.025 -2.292 0.0824
C 2.175 5.584 1.023 -0.0856
H -4.801 -4.434 -1.128 0.0138
H -3.015 -1.023 1.539 -0.0086
H 0.822 5.092 2.639 0.1198
H -1.015 7.127 -0.960 0.0830
H 3.429 -5.208 -0.186 0.0823
H 0.849 3.884 1.372 0.0780
C 1.450 0.173 4.831 -0.4154
H -6.832 0.308 3.490 0.0799
H -1.716 3.534 -1.107 0.0661
H -7.564 1.954 0.814 0.1085
H 7.820 -3.584 -2.482 0.0655
H -1.947 2.448 2.223 0.0778
H 3.447 -1.888 4.388 0.0960
H -2.812 1.463 3.327 0.0673
N -1.404 -0.934 -1.016 -0.6009
H 6.259 -4.893 -5.619 0.0942
H -2.047 -3.207 4.820 0.0052
H 0.559 -1.575 -2.820 0.0028
H -1.686 -2.641 1.247 0.0356
H 1.232 -0.543 -3.701 0.0267
C -1.363 6.136 -1.252 -0.0462
O 1.018 1.792 -3.243 -0.0422
O 1.144 5.563 -2.434 -0.0130
C 4.622 -3.853 -1.337 -0.4423
H 1.149 2.740 -3.260 0.0326
C 5.962 -4.271 -3.523 -0.4741
C -4.049 2.398 0.831 -0.1119
C -2.724 2.495 2.986 -0.0613
N 4.880 -4.635 -2.558 -0.1311
C 2.515 -2.099 3.865 -0.1613
H 1.851 3.250 -0.237 0.0374
C 0.883 4.957 1.560 -0.2058
H -1.221 -4.054 0.967 0.0375
H 3.448 -1.959 1.899 0.0803
H -1.395 -4.574 3.010 -0.0374
C 0.015 0.657 5.299 -0.0295
O -0.357 -5.562 -4.757 -0.1172
H 2.123 6.671 0.958 0.1150
C 1.332 -1.437 4.624 -0.1017
H 6.167 -4.679 -0.042 0.0805
H 0.053 -1.972 -5.646 0.0288
C -0.306 5.589 0.916 -0.1241
H -5.761 3.451 0.103 0.1052
H -2.960 -2.405 3.917 -0.0119
H 4.260 5.477 -1.678 0.0816
H -0.171 2.897 -0.527 0.0549
H -2.612 -0.987 -6.511 0.0446
O -2.495 -0.709 -5.602 -0.0819
H 2.260 1.208 6.600 0.0803
H 5.205 -0.916 -3.083 0.1175
C 2.597 -1.505 2.407 -0.1140
C -7.149 3.757 2.591 -0.0227
C -5.468 2.417 0.282 -0.1710
H 1.730 -1.786 1.809 0.0949
H 6.683 -3.043 -0.458 0.0692
O -1.342 -1.779 -1.963 -0.1590
C -6.538 2.314 2.608 -0.4683
H 4.770 -2.872 -4.481 0.1135
H 5.376 -3.313 0.655 0.0654
H -8.283 0.978 2.993 0.0766
H -1.490 -5.486 -0.876 0.0590
H 1.302 -1.871 5.624 0.1085
H -3.522 3.168 0.266 0.0891
H -7.570 1.661 4.450 0.0792
H -5.103 -1.107 -2.608 -0.0077
```

Computed properties:
- highest occupied orbital energy (hartree) = -0.3423
- E (eV) = -99441.0317
- frontier orbital gap (eV) = 3.7
- charge = +1

=====

# C12H47InN20O12

C12H47InN20O12 as an isolated structure at a distorted geometry (ωB97M-V/def2-TZVPD, the Open Molecules 2025 dataset).

```
92
Properties=species:S:1:pos:R:3:lowdin_charge:R:1
C -2.460 -15.933 10.816 -0.6303
H -3.879 -16.288 9.316 0.1193
N -5.814 -15.940 12.814 0.1939
O 0.743 -15.925 11.648 -0.0516
N -0.264 -17.797 14.832 0.1808
O -1.483 -16.544 13.411 -0.0327
N 2.609 -13.826 14.640 0.1891
H -4.338 -10.524 16.159 0.0894
H -3.900 -14.828 10.129 0.0852
H 2.084 -10.029 16.568 0.1123
O 1.501 -13.136 12.139 -0.3650
O -2.343 -12.411 11.229 -0.0155
C 2.324 -12.304 11.268 -0.3208
H 4.141 -11.321 12.439 0.0736
C 1.925 -14.842 15.155 -0.6568
H 1.382 -15.791 16.793 0.1010
N 1.467 -17.901 12.278 0.2169
H 4.437 -12.758 11.317 0.0568
H 4.057 -11.223 10.701 0.0735
H -4.881 -11.191 9.698 0.1150
H -1.074 -12.800 7.662 0.1031
C 3.822 -11.894 11.534 -0.0747
N 2.220 -15.493 16.327 0.1757
N 1.339 -10.686 16.429 0.2015
H 3.729 -16.448 12.407 0.1360
H -3.303 -18.028 13.862 0.0864
H -6.466 -16.620 13.105 0.0944
N 2.820 -15.994 12.258 0.2113
H -0.807 -9.313 10.069 0.1259
H -2.456 -19.134 14.817 0.1021
H 3.048 -15.472 16.889 0.0991
N -2.437 -18.446 14.086 0.1866
H -1.965 -10.629 16.546 0.1257
In -0.716 -13.532 12.557 1.2025
H 3.313 -13.279 15.122 0.1201
H -5.168 -14.965 15.713 0.1175
H -0.593 -8.623 13.340 0.0877
H 0.290 -16.928 14.735 0.0774
H 0.500 -18.035 12.515 0.0864
C 1.679 -16.628 12.028 -0.6858
H 0.470 -16.032 7.846 0.1168
N -5.701 -15.295 14.929 0.1735
N -4.134 -10.675 15.220 0.2004
C -5.076 -15.309 13.756 -0.6767
C -2.971 -11.222 14.865 -0.6867
N -1.746 -16.981 10.521 0.2278
H -1.055 -11.651 15.405 0.0372
H 2.122 -18.633 12.430 0.1187
O -2.835 -11.689 13.750 -0.0020
O -0.450 -11.069 12.622 -0.0457
H -2.083 -17.669 9.845 0.1444
N 0.283 -15.539 8.713 0.1787
O -4.019 -14.711 13.670 0.0098
H -5.256 -16.199 12.018 0.0794
N -0.913 -8.789 12.427 0.2039
H 0.527 -15.926 9.660 0.1025
C -3.486 -12.225 10.944 -0.6393
N -4.474 -12.962 11.568 0.1723
C -1.386 -17.567 14.109 -0.6252
H 1.263 -11.540 16.921 0.1069
H -1.773 -14.967 14.545 0.0622
C -0.252 -14.312 8.722 -0.6589
N -3.702 -15.816 10.210 0.1725
H -6.538 -15.843 15.060 0.1137
N -0.639 -13.705 7.556 0.1701
O -2.179 -15.029 11.596 -0.0465
H -3.180 -10.809 9.651 0.0976
H -5.394 -12.500 11.528 0.1216
H 1.381 -10.837 13.249 0.0893
N -0.900 -10.135 10.648 0.1843
H -4.792 -10.540 14.469 0.1230
C 1.075 -11.054 15.154 -0.6734
C -0.777 -10.082 11.973 -0.6084
O -0.471 -13.738 9.778 -0.0098
H -0.592 -10.987 10.239 0.0937
H 2.913 -15.080 11.856 0.0955
H -0.372 -13.949 6.622 0.1001
O -1.630 -14.003 14.509 -0.0313
O 0.359 -12.053 14.931 -0.0634
N -3.926 -11.460 9.899 0.1854
H 2.035 -9.500 14.185 0.1401
H 2.136 -13.446 13.789 0.0653
H 2.380 -12.830 10.332 0.0910
H -2.365 -13.358 14.529 0.0416
O 0.917 -15.197 14.566 -0.0220
N -1.954 -11.244 15.730 0.1951
H -0.235 -18.476 15.573 0.1147
H 1.775 -11.352 11.093 0.0874
N 1.575 -10.404 14.155 0.2213
H -0.990 -8.043 11.757 0.1113
H -4.277 -13.319 12.505 0.0587
H -0.863 -17.081 10.968 0.0683
```

Computed properties:
- highest occupied orbital energy (hartree) = -0.4810
- E (eV) = -72750.0697
- frontier orbital gap (eV) = 8.5
- charge = +2

=====

# C4H8O

A 2-piece molecular cluster, C4H8O overall (ωB97M-V/def2-TZVPD, the Open Molecules 2025 dataset).

```
13
Properties=species:S:1:pos:R:3:lowdin_charge:R:1
H 2.826 -0.125 0.814 0.0907
H -1.468 1.129 -0.338 0.0657
C -0.298 -0.660 0.346 -0.3762
H -1.628 0.778 1.448 0.0781
C -1.498 -1.094 0.158 0.0196
H -0.080 0.000 -2.307 0.0286
C 1.823 0.243 0.596 -0.0619
C -1.339 0.392 0.464 -0.1074
O 1.007 -0.911 0.420 -0.0605
H -2.216 -1.870 -0.050 0.0904
H -0.381 0.436 -2.830 0.0482
H 1.463 0.855 1.429 0.0948
H 1.844 0.847 -0.318 0.0898
```

Computed properties:
- SMILES = COC1=CC1.[H][H]
- highest occupied orbital energy (hartree) = -0.3159
- E (eV) = -6321.0868
- frontier orbital gap (eV) = 9.7
- relative energy (zero: lowest compared OMol25 entry of this formula, charge and spin) (eV) = 4.081

=====

# C6H18O6

C6H18O6 as an isolated structure at a distorted geometry (ωB97M-V/def2-TZVPD, the Open Molecules 2025 dataset).

```
30
Properties=species:S:1:pos:R:3:lowdin_charge:R:1
O -0.576 -1.643 -1.595 -0.0433
H -1.262 3.240 0.798 0.1364
H 1.005 0.593 -1.844 0.1231
C 2.147 -2.315 -1.325 -0.2573
H -0.352 -1.661 -0.662 0.0782
O -1.215 2.380 0.374 -0.0251
O 0.215 0.699 -0.006 -0.0662
H -0.474 1.211 0.424 -0.0187
H -0.284 1.066 2.280 0.1343
H 2.552 -0.127 -0.952 0.1019
C 0.024 0.713 -1.383 -0.1622
C -1.368 1.100 2.390 -0.1754
O 2.729 -3.424 -0.786 -0.0579
C -2.025 1.461 1.110 -0.2173
H -2.340 2.036 3.879 0.0805
H -1.891 -0.041 -1.134 0.0925
C 2.369 -1.064 -0.427 -0.2420
H -3.060 1.730 1.321 0.1432
H 1.088 -2.425 -1.556 0.0903
H -0.221 1.730 -1.690 0.1276
H 2.755 -2.135 -2.212 0.1141
H 3.039 -3.363 0.120 0.0871
H -1.700 0.251 2.987 0.1387
H 3.297 -1.197 0.129 0.1156
O -1.614 2.231 3.282 -0.0786
H -1.539 -0.006 -2.685 0.1271
H 0.610 -0.376 0.031 -0.1686
C -1.055 -0.339 -1.767 -0.1968
O 1.298 -0.914 0.430 -0.0895
H -2.152 0.589 0.469 0.1086
```

Computed properties:
- highest occupied orbital energy (hartree) = -0.3134
- E (eV) = -18792.6051
- frontier orbital gap (eV) = 8.9
- relative energy (zero: lowest compared OMol25 entry of this formula, charge and spin) (eV) = 6.529

=====

- Look up the highest occupied orbital energy of the fourth one.
  -0.3134 hartree